The following is a DFT calculation (wB97M-V/def2-TZVPD) of a molecular structure, C52H67F8O8Zr at a distorted geometry.

The geometry in XYZ format:
```
136
Properties=species:S:1:pos:R:3
Zr -0.326 4.848 -0.483
C -0.395 1.374 -0.277
O -0.172 1.225 1.088
O -0.297 2.700 -0.595
C 0.496 0.454 -1.109
F 0.668 0.903 -2.352
F 1.695 0.252 -0.574
F -0.132 -0.720 -1.214
C -0.755 0.093 1.771
C 0.148 -0.116 2.985
H 1.128 -0.453 2.656
H 0.251 0.836 3.507
H -0.295 -0.856 3.652
H -0.683 -0.815 1.168
H -1.790 0.235 2.097
H -1.439 1.098 -0.476
F -5.847 -1.591 -2.423
C -5.358 -0.475 -2.921
C -4.128 -0.013 -2.522
C -3.674 1.222 -2.974
C -4.458 1.960 -3.847
C -5.684 1.467 -4.290
C -6.131 0.249 -3.817
H -3.577 -0.536 -1.746
H -2.678 1.533 -2.677
H -4.076 2.902 -4.226
H -6.308 2.040 -4.961
H -7.092 -0.186 -4.066
F 6.273 0.051 -1.968
C 5.468 -0.985 -2.303
C 4.115 -0.885 -2.025
C 3.298 -1.976 -2.281
C 3.858 -3.143 -2.825
C 5.218 -3.218 -3.115
C 6.021 -2.121 -2.845
H 3.747 0.012 -1.554
H 2.227 -1.998 -2.124
H 3.251 -4.021 -3.003
H 5.584 -4.068 -3.672
H 7.040 -2.181 -3.207
F -2.279 -2.864 -2.850
C -1.634 -4.035 -2.929
C -0.569 -4.297 -2.070
C 0.069 -5.516 -2.153
C -0.284 -6.463 -3.117
C -1.301 -6.151 -4.022
C -1.993 -4.968 -3.896
H -0.284 -3.504 -1.388
H 0.895 -5.735 -1.487
H 0.224 -7.414 -3.181
H -1.559 -6.821 -4.830
H -2.801 -4.709 -4.571
F -1.334 -3.611 1.569
C -2.489 -2.933 1.769
C -3.367 -2.705 0.719
C -4.497 -1.965 0.968
C -4.784 -1.524 2.267
C -3.938 -1.836 3.320
C -2.712 -2.452 3.042
H -3.096 -2.971 -0.294
H -5.255 -1.709 0.240
H -5.709 -0.998 2.469
H -4.185 -1.624 4.352
H -2.048 -2.729 3.853
F 5.004 -3.941 3.618
C 4.079 -3.736 2.706
C 3.958 -2.461 2.162
C 2.973 -2.218 1.226
C 2.002 -3.185 0.983
C 2.100 -4.439 1.579
C 3.145 -4.734 2.438
H 4.563 -1.632 2.505
H 2.852 -1.226 0.818
H 1.130 -2.989 0.367
H 1.358 -5.185 1.327
H 3.247 -5.716 2.878
C 3.132 2.055 5.033
C 2.171 2.606 4.024
O 1.156 3.194 4.339
C 2.576 2.525 2.586
H 3.970 2.761 5.083
H 3.465 1.033 4.878
H 2.725 2.121 6.046
H 3.028 1.587 2.252
H 3.287 3.295 2.274
H 1.690 2.610 1.948
C 4.589 -0.765 -5.993
C 3.830 0.412 -5.456
O 4.318 1.525 -5.361
C 2.368 0.205 -5.091
H 5.524 -0.486 -6.474
H 4.005 -1.259 -6.777
H 4.780 -1.530 -5.240
H 1.975 -0.645 -5.647
H 1.863 1.132 -5.359
H 2.251 0.039 -4.021
C -0.842 5.537 3.641
C -1.044 4.283 2.864
O -0.844 4.207 1.637
C -1.666 3.117 3.530
H -0.377 6.311 3.023
H -0.267 5.350 4.544
H -1.820 5.976 3.864
H -1.823 2.297 2.834
H -2.640 3.482 3.878
H -1.079 2.790 4.382
C -4.458 2.658 0.473
C -3.886 3.752 -0.375
O -2.695 4.073 -0.319
C -4.813 4.543 -1.250
H -5.025 1.976 -0.156
H -4.995 3.136 1.292
H -3.581 2.128 0.858
H -4.389 4.763 -2.231
H -4.983 5.522 -0.792
H -5.755 4.019 -1.388
C -1.973 0.286 5.537
C -1.357 -0.837 6.304
O -1.829 -1.939 6.214
C -0.143 -0.566 7.133
H -1.192 0.800 4.960
H -2.351 1.078 6.189
H -2.681 -0.089 4.805
H 0.380 -1.438 7.517
H -0.366 -0.016 8.056
H 0.541 0.071 6.563
C 3.238 2.864 -1.811
C 2.392 3.884 -2.481
O 1.421 4.392 -1.889
C 2.751 4.293 -3.865
H 3.367 1.987 -2.445
H 2.761 2.504 -0.893
H 4.208 3.226 -1.461
H 3.511 5.074 -3.841
H 1.856 4.610 -4.403
H 3.069 3.384 -4.385
```

Computed properties:
- Largest force on an atom: 9.876 eV Å⁻¹
- Molar mass: 1063.3 g/mol
- Electronic energy: -94382.0100 eV
- Net charge: +3
- Spin multiplicity: 1
- HOMO: -14.048 eV

The following is a DFT calculation (wB97M-V/def2-TZVPD) of 8 unconnected molecules or ions with the total composition C52H70I2N8P at a distorted geometry.

The geometry in XYZ format:
```
133
Properties=species:S:1:pos:R:3
C 1.072 1.415 1.540
C 1.651 2.014 0.229
C 2.305 0.886 -0.615
C 1.290 0.307 -1.634
C 1.590 -1.197 -1.886
C 1.401 -1.484 -3.368
C 1.729 -2.930 -3.836
C 2.722 -3.722 -2.958
C 3.670 -4.584 -3.858
C 5.047 -3.906 -3.983
C 4.970 -2.740 -4.997
P 6.395 -2.555 -6.134
C 6.923 -0.825 -5.897
C 5.710 0.151 -5.998
C 6.031 1.441 -6.734
N 5.230 2.562 -6.192
C 6.038 -2.840 -7.903
I 6.523 -1.229 -9.205
C 5.548 -3.934 -8.402
C 5.213 -4.187 -9.814
I 5.181 -5.594 -7.144
H 1.235 0.346 1.606
H 0.000 1.616 1.525
H 1.525 1.943 2.373
H 2.424 2.744 0.439
H 0.857 2.423 -0.382
H 2.657 0.091 0.035
H 3.185 1.231 -1.157
H 1.496 0.838 -2.557
H 0.275 0.454 -1.282
H 2.615 -1.329 -1.556
H 0.941 -1.809 -1.258
H 1.914 -0.763 -4.002
H 0.342 -1.331 -3.572
H 2.050 -2.865 -4.874
H 0.801 -3.491 -3.871
H 2.133 -4.394 -2.351
H 3.369 -3.089 -2.366
H 3.783 -5.568 -3.411
H 3.190 -4.693 -4.823
H 5.319 -3.579 -2.988
H 5.728 -4.669 -4.337
H 4.073 -2.746 -5.607
H 4.931 -1.823 -4.415
H 7.488 -3.341 -5.733
H 7.731 -0.551 -6.563
H 7.264 -0.769 -4.865
H 4.950 -0.366 -6.589
H 5.291 0.357 -5.022
H 7.089 1.686 -6.651
H 5.820 1.370 -7.797
H 4.261 2.390 -6.456
H 5.477 3.373 -6.754
H 5.423 -3.353 -10.471
H 4.144 -4.382 -9.880
H 5.706 -5.071 -10.204
N -1.291 -2.116 -0.176
C -1.740 -2.620 0.972
C -3.076 -2.883 1.230
C -4.001 -2.604 0.238
C -3.558 -2.075 -0.966
C -2.198 -1.853 -1.118
H -0.985 -2.820 1.724
H -3.380 -3.292 2.184
H -5.055 -2.792 0.399
H -4.251 -1.842 -1.765
H -1.803 -1.443 -2.044
N -6.064 -1.500 -3.196
C -6.307 -0.233 -3.534
C -7.368 0.161 -4.333
C -8.226 -0.815 -4.812
C -7.990 -2.137 -4.474
C -6.902 -2.424 -3.666
H -5.608 0.497 -3.138
H -7.517 1.205 -4.572
H -9.067 -0.548 -5.440
H -8.636 -2.929 -4.828
H -6.681 -3.445 -3.373
N 0.090 -3.319 4.289
C 1.061 -2.664 3.653
C 2.356 -3.140 3.527
C 2.664 -4.364 4.098
C 1.670 -5.059 4.766
C 0.405 -4.495 4.831
H 0.775 -1.707 3.226
H 3.103 -2.565 2.997
H 3.665 -4.771 4.023
H 1.868 -6.017 5.226
H -0.405 -5.006 5.340
N -3.347 -1.102 4.759
C -2.182 -1.126 5.414
C -1.892 -0.298 6.489
C -2.857 0.601 6.906
C -4.068 0.642 6.241
C -4.264 -0.228 5.177
H -1.451 -1.844 5.053
H -0.931 -0.355 6.984
H -2.666 1.266 7.740
H -4.844 1.335 6.539
H -5.199 -0.230 4.627
N -1.780 3.194 1.576
C -1.582 4.325 0.899
C -2.393 5.443 1.011
C -3.476 5.385 1.874
C -3.700 4.219 2.587
C -2.825 3.158 2.404
H -0.725 4.326 0.233
H -2.182 6.335 0.436
H -4.135 6.236 1.990
H -4.533 4.134 3.273
H -2.961 2.227 2.945
N 0.578 2.882 7.147
C 0.097 2.838 5.905
C -0.208 3.963 5.153
C -0.005 5.208 5.726
C 0.493 5.276 7.018
C 0.768 4.089 7.680
H -0.050 1.842 5.499
H -0.595 3.864 4.147
H -0.232 6.111 5.174
H 0.665 6.228 7.502
H 1.162 4.095 8.691
N -5.387 4.452 5.906
C -4.231 4.413 6.568
C -3.936 5.225 7.652
C -4.894 6.134 8.071
C -6.101 6.192 7.394
C -6.296 5.333 6.324
H -3.509 3.688 6.203
H -2.980 5.147 8.152
H -4.702 6.787 8.913
H -6.875 6.888 7.688
H -7.226 5.343 5.767
```

Computed properties:
- Largest force on an atom: 2.670 eV Å⁻¹
- Molar mass: 1092.0 g/mol
- Electronic energy: -92461.9343 eV
- Net charge: +1
- Spin multiplicity: 1
- HOMO: -10.287 eV